Entry 1:
{
  "formula": "C5H11N2O",
  "method": "ωB97M-V with the def2-TZVPD basis set",
  "total_charge": 1,
  "spin_multiplicity": 1,
  "gap_ev": 10.21,
  "species": ["C", "C", "C", "C", "C", "N", "N", "O", "H", "H", "H", "H", "H", "H", "H", "H", "H", "H", "H"],
  "coordinates": [[-1.0506, -0.5320, -0.1834], [-0.0920, 0.6248, -0.0356], [1.2700, 0.0182, 0.2309], [-0.5689, 1.5105, 1.1265], [2.1665, -0.3174, -0.9040], [-0.5950, -1.6208, 0.3583], [-2.2338, -0.4005, -0.7635], [0.6482, -1.6185, 0.8598], [-0.0729, 1.2094, -0.9608], [1.7655, 0.3420, 1.1370], [0.1331, 2.3236, 1.2876], [-0.6330, 0.9301, 2.0425], [-1.5404, 1.9443, 0.9080], [1.6524, -0.3196, -1.8627], [2.6152, -1.2967, -0.7421], [2.9885, 0.3981, -0.9399], [-1.0639, -2.5142, 0.4574], [-2.5110, 0.4862, -1.1501], [-2.8779, -1.1674, -0.8659]],
  "atomic_forces_ev_per_a": [[0.31, -0.13, 0.04], [-0.02, 0.20, 0.29], [-1.09, -2.72, 0.75], [0.01, -0.04, -0.10], [0.04, -0.12, -0.07], [-0.64, 0.22, -0.42], [-0.24, 0.00, -0.12], [1.87, 2.52, -0.50], [0.05, -0.15, -0.01], [-0.08, 0.02, 0.09], [0.07, 0.06, -0.04], [-0.04, -0.06, 0.11], [-0.10, 0.04, 0.05], [-0.04, -0.03, -0.02], [0.04, 0.01, 0.06], [-0.02, 0.11, -0.04], [-0.14, 0.12, -0.12], [0.04, -0.02, 0.02], [-0.02, -0.01, 0.04]]
}

***

Entry 2:
{
  "formula": "C13H13HgN2O",
  "method": "ωB97M-V with the def2-TZVPD basis set",
  "spin_multiplicity": 2,
  "gap_ev": [6.89, 7.18],
  "s_squared": 0.7779,
  "species": ["Hg", "C", "C", "C", "C", "C", "C", "N", "N", "C", "C", "C", "C", "C", "C", "H", "H", "H", "H", "H", "H", "H", "H", "H", "C", "O", "H", "H", "H", "H"],
  "coordinates": [[1.5617, 0.5107, -1.6844], [-0.2172, -4.9226, 0.8538], [-1.4261, -4.2425, 0.8515], [-1.4617, -2.8835, 0.6254], [-0.2715, -2.1821, 0.3900], [0.9466, -2.8622, 0.4579], [0.9696, -4.2250, 0.6819], [-0.2292, -0.8148, 0.1518], [-1.3705, -0.2915, -0.0737], [-1.4515, 1.0379, -0.3580], [-2.7672, 1.5364, -0.4350], [-3.0090, 2.8418, -0.7808], [-1.9472, 3.6944, -1.0528], [-0.6405, 3.2201, -1.0129], [-0.3948, 1.9124, -0.6514], [-0.2063, -5.9931, 0.9951], [-2.3465, -4.7754, 1.0369], [-2.3965, -2.3440, 0.6259], [1.8622, -2.3015, 0.3213], [1.9098, -4.7524, 0.7325], [-3.5767, 0.8542, -0.2282], [-4.0272, 3.1980, -0.8554], [-2.1469, 4.7268, -1.3041], [0.1716, 3.9044, -1.2282], [3.6213, 2.8663, 0.2628], [3.9162, 1.5168, -0.0295], [4.5175, 3.4012, 0.5895], [2.8458, 2.9496, 1.0300], [3.2574, 3.3110, -0.6608], [4.3078, 1.1085, 0.7497]],
  "atomic_forces_ev_per_a": [[-0.41, 0.51, 0.27], [0.09, 0.00, 0.02], [-0.03, -0.02, -0.01], [0.14, 0.19, -0.11], [-0.25, -1.33, 0.48], [-0.18, 0.40, -0.10], [-0.08, -0.22, 0.02], [-1.51, 2.19, -0.59], [1.50, -2.76, 0.76], [0.13, 1.99, -0.46], [0.42, -0.38, 0.08], [-0.10, 0.33, -0.05], [-0.10, -0.03, 0.06], [0.26, 0.15, 0.28], [0.01, -0.77, -0.53], [0.05, -0.08, 0.09], [-0.09, -0.07, -0.03], [-0.01, 0.01, -0.02], [0.01, 0.02, -0.02], [0.11, -0.02, -0.06], [-0.09, -0.13, 0.04], [-0.01, 0.05, 0.04], [0.07, 0.06, -0.08], [0.04, -0.07, -0.12], [-0.01, 0.15, 0.14], [0.17, -0.41, 0.01], [-0.07, 0.09, -0.03], [0.00, 0.07, -0.04], [-0.02, 0.08, 0.02], [-0.07, 0.01, -0.08]]
}

***

Entry 3:
{
  "formula": "C17H39MoOP3S",
  "method": "ωB97M-V with the def2-TZVPD basis set",
  "total_charge": 4,
  "spin_multiplicity": 3,
  "gap_ev": [5.17, 5.95],
  "s_squared": 2.0948,
  "species": ["Mo", "P", "P", "P", "H", "C", "C", "H", "C", "C", "C", "C", "C", "C", "C", "C", "C", "H", "H", "H", "H", "H", "H", "H", "H", "H", "H", "H", "H", "H", "H", "H", "H", "H", "H", "H", "H", "H", "H", "H", "H", "H", "H", "H", "H", "H", "C", "C", "C", "C", "C", "C", "S", "H", "H", "H", "H", "H", "H", "O", "H", "H"],
  "coordinates": [[-0.0570, -0.2355, -1.6826], [1.8713, 0.8165, -0.5803], [-1.3799, -0.0414, 0.4766], [-1.0693, 1.7063, -2.6728], [0.7005, -2.1308, -5.1694], [0.5621, -1.0521, -5.2883], [1.6114, -0.2184, -5.1466], [2.6277, -0.5974, -4.9694], [2.9130, -0.4180, 0.2932], [1.6946, 2.1582, 0.6651], [3.0177, 1.6037, -1.7690], [-2.9169, -1.0343, 0.6028], [-0.3985, -0.6767, 1.8980], [-2.0623, 1.5614, 1.1317], [-0.5411, 1.9354, -4.3889], [-0.8354, 3.3847, -2.0108], [-2.8870, 1.6515, -2.7962], [-0.3814, -0.7759, -5.7716], [1.5552, 0.8171, -5.4734], [3.5178, -0.9388, -0.4615], [2.3098, -1.1647, 0.8351], [3.5742, 0.0950, 1.0100], [1.1829, 1.8059, 1.5736], [1.1287, 3.0000, 0.2361], [2.7047, 2.5078, 0.9365], [3.4059, 0.8437, -2.4625], [3.8498, 2.0677, -1.2149], [2.4932, 2.3793, -2.3488], [-3.5763, -0.6668, 1.4016], [-2.6422, -2.0706, 0.8144], [-3.4794, -1.0082, -0.3375], [-1.0143, -0.5654, 2.8074], [0.5161, -0.0890, 2.0280], [-0.0869, -1.7314, 1.8564], [-2.6405, 1.3476, 2.0453], [-2.7407, 2.0686, 0.4307], [-1.2592, 2.2640, 1.3912], [-1.3009, 2.4905, -4.9453], [-0.3982, 0.9610, -4.8661], [0.4151, 2.4698, -4.4178], [-1.4185, 4.0795, -2.6279], [0.2142, 3.6924, -2.0578], [-1.1882, 3.4673, -0.9772], [-3.2001, 2.4689, -3.4589], [-3.3625, 1.7883, -1.8169], [-3.2208, 0.7011, -3.2243], [0.3387, -3.4380, -0.8015], [-1.0158, -3.1085, -0.9194], [-1.4230, -2.1692, -1.9097], [-0.5476, -1.8268, -2.9790], [0.8786, -1.9449, -2.6995], [1.2847, -2.6763, -1.5413], [0.8923, -4.8135, 0.2160], [2.0561, -4.2161, 0.4930], [-1.7724, -3.6559, -0.3496], [-2.4769, -1.9170, -2.0398], [-0.9985, -1.5695, -3.9340], [1.6726, -1.6244, -3.3835], [2.3580, -2.8793, -1.4266], [0.9551, -3.1951, 2.8207], [0.5259, -4.0662, 2.7661], [1.1944, -3.0980, 3.7532]],
  "atomic_forces_ev_per_a": [[0.12, 1.49, 2.24], [2.09, 1.05, 1.09], [-1.19, 0.01, 2.29], [-1.55, 2.40, -0.91], [-0.07, 0.32, -0.09], [1.09, 0.14, -1.35], [-0.21, -0.36, -0.86], [-0.43, 0.08, 0.21], [-0.22, -0.41, -0.12], [-0.80, 0.06, -0.01], [-0.30, -0.21, -0.54], [-0.04, -0.34, -0.74], [0.25, 0.19, -0.17], [0.58, 0.64, -0.55], [0.57, -0.73, -0.40], [0.49, -0.01, 0.73], [-0.18, -0.66, 0.27], [0.29, 0.14, 0.21], [0.09, -0.18, 0.18], [0.01, 0.14, 0.26], [0.21, 0.32, -0.08], [-0.18, -0.11, -0.31], [0.24, 0.20, -0.31], [0.23, -0.21, 0.20], [-0.28, -0.23, -0.19], [0.03, 0.30, 0.14], [-0.26, -0.22, -0.12], [0.25, -0.18, 0.19], [0.39, 0.04, -0.16], [-0.14, 0.13, 0.08], [-0.07, 0.03, 0.26], [0.07, 0.08, -0.37], [-0.23, -0.06, 0.08], [-0.23, 0.24, -0.24], [0.32, -0.25, -0.30], [0.19, -0.29, 0.09], [-0.17, -0.18, -0.06], [-0.03, 0.12, 0.26], [-0.27, 0.58, 0.06], [-0.21, -0.02, 0.01], [0.02, -0.24, -0.03], [-0.13, -0.03, 0.01], [0.05, 0.02, -0.17], [0.12, -0.14, 0.13], [0.11, -0.03, -0.22], [-0.09, 0.15, -0.02], [2.09, -1.36, 1.28], [-1.23, 0.85, -1.09], [-0.39, -1.58, -0.49], [0.59, -1.24, 0.18], [-0.40, -2.10, 0.35], [-0.21, 0.14, -0.89], [-1.07, 1.54, -1.07], [0.38, -0.19, -0.08], [0.21, 0.33, 0.04], [0.19, -0.39, 0.11], [0.23, 0.21, 0.24], [-0.52, -0.15, 0.36], [-0.44, 0.32, 0.15], [-0.17, -0.44, -0.13], [0.19, 0.34, 0.36], [0.07, -0.05, 0.01]]
}

***

Entry 4:
{
  "formula": "C2H4ClO2P",
  "method": "ωB97M-V with the def2-TZVPD basis set",
  "spin_multiplicity": 1,
  "gap_ev": [5.57, 8.22],
  "species": ["C", "C", "O", "O", "P", "Cl", "H", "H", "H", "H"],
  "coordinates": [[0.8087, 0.4304, 1.3593], [-0.1970, 0.0984, 0.6543], [-1.0210, -1.0664, -2.9244], [0.4155, 0.5510, -1.6885], [-0.4606, 0.4835, -2.8820], [-2.2234, 1.4623, -2.3529], [0.8051, 0.3301, 2.4443], [1.7181, 0.8358, 0.9413], [-1.1542, -0.2763, 0.4077], [-1.5131, -1.2987, -3.7138]],
  "atomic_forces_ev_per_a": [[0.50, 0.18, 0.56], [0.20, 0.17, -1.73], [0.29, 0.22, 0.40], [0.96, -0.07, 2.66], [-0.87, -0.67, -1.50], [-0.42, 0.23, 0.12], [-0.16, -0.07, 0.04], [0.11, 0.07, -0.28], [-0.48, -0.16, -0.01], [-0.13, 0.10, -0.25]]
}